Formula: C3H5IS
Source: OMol25
Level of theory: wB97M-V/def2-TZVPD

Positions of all 10 atoms, in Å:
C 1.666 0.379 -0.640
C 0.348 0.620 -0.216
C -0.451 -0.393 0.167
S -0.117 -2.119 0.150
I -2.543 0.166 0.338
H 2.521 0.919 -0.281
H 1.958 -0.452 -1.286
H -0.014 1.616 0.016
H -2.166 1.628 0.847
H -1.205 -2.364 0.905

**Highest occupied orbital energy (spin up / spin down)**: -7.0 / -6.2 eV
**Charge**: 0
**LUMO level (spin up / spin down)**: -0.18 / -0.24 eV
**Gap between HOMO and LUMO (spin up / spin down)**: 6.8 / 6.0 eV

---

Formula: C4H10N2O
Source: OMol25
Level of theory: wB97M-V/def2-TZVPD

Positions of all 17 atoms, in Å:
C 0.408 -0.519 0.563
C -0.902 -0.607 0.040
C 1.394 0.478 0.080
N -0.676 1.765 1.747
C -0.045 -1.364 -2.392
O -0.783 0.361 1.870
N -0.200 -1.870 -1.252
H 0.769 -1.376 1.121
H -0.332 2.088 2.650
H -1.624 2.126 1.643
H -1.281 0.215 -0.557
H -1.606 -1.310 0.464
H 1.171 0.859 -0.920
H 1.317 1.360 0.737
H 2.411 0.087 0.094
H 0.073 -2.013 -3.274
H -0.093 -0.281 -2.613

**Highest occupied orbital energy (spin up / spin down)**: -7.7 / -7.7 eV
**Charge**: 0
**LUMO level (spin up / spin down)**: 0.81 / 0.81 eV
**Gap between HOMO and LUMO (spin up / spin down)**: 8.5 / 8.5 eV

---

Formula: C39H51AsCl3N2OPbSbSi2
Source: OMol25
Level of theory: wB97M-V/def2-TZVPD

Positions of all 101 atoms, in Å:
Pb 2.565 -1.680 -1.422
Cl 4.827 -6.426 3.840
C 4.250 -5.057 2.926
C 3.274 -5.233 1.968
C 2.821 -4.134 1.263
Cl 1.590 -4.412 0.050
C 3.288 -2.810 1.458
O 2.829 -1.758 0.829
C 4.304 -2.716 2.437
Cl 4.995 -1.153 2.757
C 4.772 -3.799 3.161
H 2.864 -6.214 1.772
H 5.544 -3.654 3.907
C 1.974 3.438 -3.448
Si 2.147 1.584 -3.322
C 0.773 0.866 -4.366
C 3.776 1.103 -4.099
As 1.842 0.927 -1.104
Si 3.910 1.556 -0.204
C 4.411 3.235 -0.860
C 5.293 0.368 -0.566
C 3.668 1.772 1.627
H 1.936 3.739 -4.504
H 2.816 3.957 -2.973
H 1.051 3.776 -2.956
H 0.712 1.402 -5.322
H -0.190 0.973 -3.849
H 0.932 -0.198 -4.578
H 3.806 1.419 -5.151
H 3.951 0.019 -4.061
H 4.609 1.589 -3.574
H 4.647 3.228 -1.932
H 5.300 3.584 -0.318
H 3.603 3.960 -0.694
H 5.522 0.345 -1.639
H 5.046 -0.647 -0.232
H 6.197 0.679 -0.027
H 3.183 2.736 1.821
H 4.634 1.760 2.147
H 3.046 0.973 2.050
C -3.096 2.267 3.681
C -1.836 2.012 4.477
C -1.697 2.653 5.710
C -0.584 2.462 6.520
C 0.429 1.610 6.109
C 0.316 0.974 4.878
C -0.800 1.159 4.048
Sb -0.628 0.073 2.194
C -2.310 -1.242 2.510
C -2.958 -1.286 3.748
C -4.015 -2.158 3.975
C -4.443 -3.003 2.957
C -3.794 -2.983 1.731
C -2.720 -2.122 1.495
C -2.051 -2.147 0.140
C -1.666 1.480 0.922
C -2.894 1.173 0.332
C -3.492 2.033 -0.585
C -2.856 3.219 -0.928
C -1.654 3.553 -0.316
C -1.052 2.710 0.618
C 0.198 3.165 1.333
H -3.895 2.609 4.342
H -3.438 1.370 3.168
H -2.940 3.036 2.919
H -2.490 3.317 6.042
H -0.514 2.974 7.474
H 1.299 1.443 6.733
H 1.121 0.320 4.553
H -2.633 -0.631 4.550
H -4.501 -2.181 4.944
H -5.273 -3.681 3.120
H -4.117 -3.655 0.939
H -2.013 -3.160 -0.264
H -1.027 -1.771 0.182
H -2.586 -1.515 -0.572
H -3.423 0.272 0.629
H -4.458 1.784 -1.017
H -3.304 3.894 -1.649
H -1.173 4.497 -0.558
H 0.631 4.045 0.853
H 0.963 2.386 1.343
H -0.025 3.417 2.375
N 0.353 -1.975 -2.585
C -0.566 -1.787 -3.266
N -1.499 -1.455 -4.136
C -2.601 -0.526 -3.792
C -3.898 -1.300 -3.586
C -4.208 -2.199 -4.789
C -3.029 -3.122 -5.118
C -1.754 -2.314 -5.311
H -2.704 0.156 -4.638
H -2.312 0.061 -2.922
H -4.712 -0.592 -3.410
H -3.806 -1.920 -2.692
H -4.434 -1.579 -5.664
H -5.096 -2.795 -4.579
H -3.228 -3.689 -6.030
H -2.878 -3.843 -4.307
H -1.862 -1.648 -6.167
H -0.884 -2.943 -5.479

**Highest occupied orbital energy**: -7.3 eV
**Charge**: 0
**LUMO level**: 0.25 eV
**Gap between HOMO and LUMO**: 7.6 eV

---

Formula: C15H27F6NO24S7SrZr
Source: OMol25
Level of theory: wB97M-V/def2-TZVPD

Positions of all 82 atoms, in Å:
Sr -4.412 -15.781 -28.689
Zr -6.556 -12.926 -31.731
S -7.025 -10.346 -30.596
O -8.001 -9.416 -30.977
O -5.996 -9.911 -29.592
O -7.427 -11.674 -30.316
O -6.385 -10.907 -31.759
S -3.972 -12.952 -30.480
O -5.318 -13.188 -30.077
O -3.545 -11.711 -29.868
O -3.100 -14.065 -30.167
O -4.426 -12.814 -31.865
O -9.113 -15.971 -29.710
C -8.074 -15.296 -30.071
O -8.196 -14.257 -30.774
O -6.943 -15.639 -29.678
H -9.771 -15.565 -30.278
C -8.729 -16.305 -33.473
F -9.390 -16.998 -34.383
F -9.685 -15.470 -33.010
F -8.315 -17.026 -32.494
S -7.216 -15.338 -34.185
O -6.531 -16.183 -35.201
O -7.688 -14.095 -34.670
N -6.270 -14.772 -32.728
S -5.241 -16.083 -32.661
O -4.622 -16.134 -31.351
O -5.783 -17.412 -32.984
C -3.752 -15.642 -33.869
F -2.826 -16.594 -33.793
F -4.139 -15.437 -35.133
F -3.193 -14.424 -33.580
C -11.374 -21.299 -27.528
S -10.709 -19.701 -26.779
O -9.373 -19.949 -26.029
C -10.291 -18.764 -28.306
H -11.871 -21.764 -26.677
H -10.540 -21.936 -27.825
H -12.089 -21.259 -28.350
H -11.264 -18.552 -28.749
H -9.711 -19.274 -29.075
H -9.627 -17.933 -28.072
C -11.551 -17.168 -31.789
S -13.067 -16.907 -32.748
O -13.901 -15.950 -31.878
C -12.405 -15.936 -34.170
H -11.737 -17.964 -31.068
H -11.230 -16.336 -31.164
H -10.745 -17.549 -32.416
H -11.709 -15.204 -33.761
H -13.164 -15.506 -34.824
H -11.856 -16.650 -34.783
C -10.157 -10.278 -33.540
S -9.788 -12.082 -33.204
O -8.382 -12.321 -32.668
C -11.079 -12.478 -31.920
H -9.385 -9.638 -33.112
H -11.067 -9.930 -33.052
H -10.362 -9.943 -34.557
H -10.836 -13.477 -31.557
H -11.977 -12.359 -32.527
H -11.043 -11.707 -31.150
C -12.983 -16.516 -28.517
C -14.147 -15.507 -28.182
O -14.279 -15.531 -26.791
C -13.462 -16.434 -26.272
O -13.424 -17.056 -25.126
O -12.487 -16.695 -27.192
H -12.110 -16.249 -29.113
H -13.284 -17.482 -28.921
H -15.020 -15.860 -28.731
H -13.923 -14.455 -28.363
C -9.412 -15.020 -26.485
C -8.520 -13.812 -26.854
O -9.354 -12.727 -26.998
C -10.621 -13.131 -26.664
O -11.578 -12.333 -26.522
O -10.680 -14.436 -26.397
H -9.068 -15.515 -25.577
H -9.448 -15.806 -27.238
H -8.150 -14.046 -27.852
H -7.741 -13.619 -26.117

**Highest occupied orbital energy**: -8.5 eV
**Charge**: 0
**LUMO level**: -2.80 eV
**Gap between HOMO and LUMO**: 5.7 eV

---

One value per record, in order, for energy above the lowest of the compared OMol25 structures with the same formula, charge and spin: 4.573; 7.318; 0.000; 6.715 eV.
One value per record, in order, for electronic energy: -812.98525; -342.93254; -6329.98107; -5912.51257 Ha.